Record 1
This record from OMol25 describes a 12-piece molecular cluster, C61H140N8O24 overall. The level of theory is the ωB97M-V functional and the def2-TZVPD basis.

```
233
C61H140N8O24 (the ωB97M-V functional and the def2-TZVPD basis)
C 8.739 13.944 12.692
O 10.095 14.317 12.346
C 11.029 14.730 13.395
C 11.799 13.572 14.078
N 12.447 12.858 12.929
H 11.781 12.619 12.202
H 13.108 13.572 12.576
C 13.168 11.638 13.123
C 12.280 10.448 13.400
O 11.203 10.639 12.414
C 10.016 9.842 12.491
H 8.821 12.950 13.188
H 8.248 13.823 11.688
H 8.183 14.680 13.328
H 10.479 15.285 14.137
H 11.780 15.347 12.820
H 11.111 12.919 14.645
H 12.568 13.923 14.753
H 13.898 11.673 13.925
H 13.706 11.412 12.232
H 11.820 10.474 14.357
H 12.838 9.569 13.209
H 9.447 10.086 11.603
H 9.490 10.095 13.426
H 10.140 8.780 12.550
C 22.424 10.727 13.833
O 21.834 10.712 15.068
C 20.499 10.754 14.922
C 19.890 11.261 16.368
N 19.481 12.684 16.156
H 20.294 13.153 15.732
H 18.614 12.743 15.577
C 19.288 13.442 17.403
C 18.502 14.692 17.174
O 19.121 15.372 16.067
C 18.317 16.399 15.527
H 22.192 9.740 13.252
H 23.541 10.712 14.002
H 22.190 11.587 13.215
H 19.998 9.840 14.561
H 20.280 11.543 14.171
H 20.708 11.121 17.044
H 18.999 10.740 16.652
H 20.266 13.613 17.857
H 18.851 12.759 18.115
H 18.584 15.240 18.135
H 17.445 14.461 16.962
H 17.350 15.934 15.120
H 18.948 16.785 14.782
H 18.150 17.216 16.259
C 28.119 12.002 15.387
O 26.748 11.717 14.928
C 26.371 12.681 13.982
C 26.525 14.157 14.440
N 25.807 14.354 15.689
H 24.317 13.768 15.802
H 26.228 13.680 16.364
C 25.977 15.724 16.364
C 27.397 15.906 16.968
O 27.811 14.697 17.535
C 28.299 14.746 18.881
H 28.258 12.998 15.770
H 28.870 11.816 14.616
H 28.356 11.308 16.201
H 25.357 12.333 13.731
H 26.975 12.567 13.075
H 26.006 14.783 13.739
H 27.606 14.417 14.378
H 25.266 15.768 17.168
H 25.819 16.464 15.601
H 27.346 16.682 17.718
H 28.119 16.248 16.207
H 27.658 14.198 19.562
H 28.367 15.742 19.301
H 29.254 14.180 18.918
C 12.850 9.256 7.637
O 13.600 10.446 7.581
C 13.801 10.862 8.926
C 14.435 12.250 8.905
N 13.604 13.183 8.065
H 14.187 13.965 7.765
H 13.271 12.622 7.243
C 12.403 13.862 8.694
C 11.244 13.705 7.768
O 11.046 12.323 7.446
C 9.741 12.056 6.958
H 11.926 9.473 8.053
H 13.301 8.443 8.202
H 12.656 8.855 6.664
H 14.469 10.249 9.526
H 12.899 10.924 9.538
H 15.450 12.085 8.406
H 14.524 12.782 9.884
H 12.774 14.922 8.816
H 12.172 13.396 9.679
H 11.352 14.228 6.748
H 10.373 14.228 8.234
H 9.632 10.930 7.063
H 9.678 12.274 5.870
H 8.953 12.520 7.570
C 23.079 11.879 9.911
O 22.288 12.988 10.193
C 22.946 14.013 10.946
C 21.953 15.149 11.117
N 20.764 14.674 11.880
H 20.593 13.669 11.719
H 20.984 14.734 12.914
C 19.446 15.441 11.692
C 18.365 14.409 12.063
O 18.395 13.306 11.123
C 17.534 12.224 11.634
H 22.444 11.232 9.382
H 23.435 11.536 10.933
H 23.969 12.100 9.282
H 23.933 14.288 10.497
H 23.304 13.680 11.956
H 21.626 15.619 10.199
H 22.389 15.876 11.764
H 19.335 15.818 10.665
H 19.396 16.290 12.384
H 17.370 14.865 12.016
H 18.565 14.024 13.088
H 16.557 12.614 11.804
H 17.980 11.769 12.492
H 17.410 11.537 10.783
C 26.586 24.133 14.081
C 25.327 23.435 13.474
C 24.008 24.042 13.843
C 22.910 23.052 13.458
N 21.560 23.403 14.081
C 20.456 22.762 13.349
C 19.203 23.491 13.855
C 19.712 25.022 14.013
C 21.248 24.885 13.942
C 21.646 22.931 15.507
H 26.537 23.986 15.133
H 26.595 25.142 13.759
H 27.527 23.636 13.707
H 25.322 22.367 13.655
H 25.372 23.505 12.402
H 23.913 25.046 13.400
H 24.112 24.178 14.911
H 23.170 22.052 13.705
H 22.706 23.208 12.422
H 20.418 21.627 13.555
H 20.598 22.967 12.289
H 18.849 23.035 14.742
H 18.345 23.386 13.223
H 19.444 25.463 14.959
H 19.371 25.678 13.171
H 21.704 25.446 14.753
H 21.733 25.089 12.907
H 21.642 21.846 15.542
H 20.806 23.302 16.096
H 22.545 23.289 16.020
C 24.735 6.296 15.463
C 25.907 7.297 15.669
C 25.708 8.825 15.517
C 24.957 9.402 16.654
C 25.814 9.358 17.873
C 25.958 7.910 18.355
N 26.420 7.014 17.129
O 27.048 6.030 17.318
C 24.676 7.124 18.784
C 27.043 7.825 19.384
C 27.028 6.799 14.793
H 25.156 5.311 15.420
H 24.408 6.467 14.462
H 23.991 6.182 16.223
H 25.084 8.793 14.649
H 26.719 9.280 15.388
H 24.086 8.850 16.892
H 24.771 10.444 16.442
H 25.363 9.966 18.632
H 26.842 9.703 17.658
H 24.922 6.041 18.997
H 23.824 7.166 18.100
H 24.271 7.591 19.680
H 27.969 7.922 18.852
H 27.031 6.873 19.922
H 26.857 8.562 20.179
H 27.895 7.412 14.941
H 26.785 6.995 13.721
H 27.137 5.753 14.883
C 15.129 19.113 11.562
C 16.586 19.006 11.945
C 17.323 17.854 11.235
C 17.511 18.012 9.772
C 18.251 19.251 9.427
C 17.746 20.522 10.051
N 17.257 20.338 11.526
O 17.325 21.208 12.344
C 16.504 21.193 9.433
C 18.873 21.460 10.142
C 16.753 18.878 13.458
H 14.572 19.952 11.941
H 14.610 18.313 12.055
H 14.982 18.926 10.484
H 16.808 16.955 11.624
H 18.241 17.899 11.818
H 16.591 18.041 9.252
H 18.049 17.157 9.378
H 18.242 19.435 8.340
H 19.355 19.203 9.579
H 15.853 20.394 9.016
H 16.760 21.783 8.574
H 15.982 21.814 10.099
H 18.577 22.505 10.351
H 19.564 21.538 9.283
H 19.564 21.124 10.916
H 16.070 19.463 14.102
H 17.772 19.038 13.802
H 16.556 17.818 13.691
O 15.051 12.886 15.836
C 15.991 13.334 14.879
O 17.149 12.912 15.036
O 15.540 13.879 13.883
H 15.527 12.236 16.333
O 22.436 18.730 13.626
C 21.236 18.071 13.327
O 21.155 16.859 13.839
O 20.402 18.643 12.611
H 22.617 19.457 13.020
O 15.150 15.820 12.139
C 14.464 15.375 11.002
O 14.809 16.001 10.015
O 13.612 14.492 11.145
H 15.066 15.337 12.981
O 23.157 15.351 14.634
C 22.581 14.192 15.018
O 21.380 13.989 14.757
O 23.300 13.403 15.739
H 22.382 15.902 14.313
```

The spin multiplicity is 1. The energy above the lowest of the compared OMol25 structures with the same formula, charge and spin comes out at 0.0 kcal/mol. The net charge is +4. The value obtained for the strongest force on any atom is 4.13 eV/A. For the orbital gap, the calculation gives 6.5 eV.

***

Record 2
This record from OMol25 describes C61H34ClF5N6O5Ti as an isolated structure. The level of theory is the ωB97M-V functional and the def2-TZVPD basis.

```
113
C61H34ClF5N6O5Ti (the ωB97M-V functional and the def2-TZVPD basis)
Ti -0.151 0.040 -0.798
C 4.295 -5.301 2.799
C 3.815 -5.649 1.545
C 2.949 -4.802 0.867
C 2.555 -3.580 1.413
C 3.033 -3.257 2.682
C 3.894 -4.099 3.367
C 1.657 -2.658 0.667
C 2.060 -2.212 -0.568
C 3.389 -2.439 -1.131
C 3.434 -1.798 -2.306
C 2.132 -1.183 -2.517
C 1.798 -0.444 -3.613
C 2.816 -0.238 -4.674
C 3.378 1.024 -4.856
C 4.323 1.240 -5.846
C 4.729 0.197 -6.669
C 4.185 -1.066 -6.488
C 3.234 -1.277 -5.498
C 0.515 0.134 -3.839
N -0.505 0.184 -2.927
C -1.574 0.700 -3.607
C -2.843 0.952 -3.030
C -3.864 1.599 -3.904
C -4.036 2.981 -3.896
C -4.991 3.585 -4.701
C -5.787 2.814 -5.538
C -5.620 1.436 -5.560
C -4.666 0.838 -4.750
C -3.186 0.629 -1.741
C -4.506 0.879 -1.178
C -4.482 0.429 0.084
C -3.151 -0.123 0.315
N -2.380 0.029 -0.808
C -2.799 -0.786 1.462
C -1.576 -1.487 1.635
C -1.306 -2.368 2.702
C -0.062 -2.909 2.462
C 0.407 -2.328 1.266
N -0.515 -1.441 0.761
C -3.804 -0.876 2.557
C -4.400 -2.093 2.886
C -5.351 -2.178 3.891
C -5.734 -1.040 4.591
C -5.156 0.179 4.268
C -4.201 0.258 3.263
C -1.233 0.984 -4.947
C 0.092 0.631 -5.090
N 1.326 -1.420 -1.419
H 4.973 -5.959 3.330
H 4.111 -6.587 1.090
H 2.569 -5.079 -0.107
H 2.712 -2.329 3.132
H 4.259 -3.809 4.345
H 4.193 -2.963 -0.645
H 4.279 -1.700 -2.964
H 3.082 1.823 -4.185
H 4.756 2.225 -5.965
H 5.472 0.366 -7.440
H 4.496 -1.890 -7.120
H 2.800 -2.260 -5.359
H -3.412 3.575 -3.241
H -5.113 4.661 -4.676
H -6.532 3.284 -6.169
H -6.237 0.826 -6.209
H -4.533 -0.237 -4.760
H -5.326 1.339 -1.704
H -5.284 0.445 0.805
H -1.952 -2.566 3.541
H 0.456 -3.648 3.051
H -4.106 -2.980 2.339
H -5.799 -3.136 4.124
H -6.478 -1.103 5.376
H -5.446 1.079 4.797
H -3.762 1.213 3.001
H -1.899 1.394 -5.689
H 0.704 0.693 -5.975
O 6.190 1.808 1.278
C 5.470 0.800 0.709
O 5.961 0.102 -0.126
C 4.091 0.657 1.250
C 3.730 0.340 2.539
Cl 4.778 0.114 3.881
N 2.377 0.256 2.605
N 1.852 0.532 1.397
C 2.851 0.773 0.577
C 2.541 1.351 -0.783
O 3.442 1.899 -1.398
O 1.310 1.270 -1.111
C 1.477 0.064 3.705
C 0.202 0.601 3.590
C -0.687 0.457 4.640
C -0.319 -0.223 5.792
C 0.951 -0.771 5.884
C 1.857 -0.633 4.842
H 5.599 2.328 1.839
H -0.098 1.086 2.672
H -1.683 0.862 4.538
H -1.027 -0.344 6.602
H 1.246 -1.325 6.766
H 2.833 -1.088 4.923
F -0.927 6.412 3.486
C -0.886 5.300 2.713
C 0.274 4.922 2.065
F 1.380 5.684 2.207
C 0.332 3.785 1.277
F 1.513 3.539 0.681
C -0.776 2.918 1.084
O -0.802 1.839 0.411
C -1.942 3.364 1.769
F -3.067 2.625 1.666
C -2.003 4.497 2.551
F -3.158 4.829 3.169
```

The spin multiplicity is 3. The energy above the lowest of the compared OMol25 structures with the same formula, charge and spin comes out at 0.0 kcal/mol. The net charge is -2. The value obtained for the strongest force on any atom is 1.13 eV/A. For the orbital gap (spin up / spin down), the calculation gives 4.0 / 5.5 eV.

***

Record 3
This record from OMol25 describes a 5-piece molecular cluster, C61H49ClNO12P2S overall. The level of theory is the ωB97M-V functional and the def2-TZVPD basis.

```
127
C61H49ClNO12P2S (the ωB97M-V functional and the def2-TZVPD basis)
N -0.346 2.673 0.290
C -0.631 1.971 -0.970
C 0.200 0.694 -1.064
C 1.297 0.780 -2.120
C 2.543 -0.024 -1.747
P 3.397 -0.849 -3.220
O 4.382 -1.779 -2.136
C 4.709 0.582 -3.370
S 6.085 0.439 -2.286
O 7.012 -0.533 -2.806
O 6.702 1.740 -2.092
P 1.911 -2.547 -3.420
O 0.438 -1.834 -3.793
Cl 1.543 -3.381 -1.492
H -0.370 1.994 1.043
H -1.038 3.389 0.462
H -0.390 2.667 -1.767
H -1.692 1.745 -1.087
H 0.669 0.545 -0.097
H -0.443 -0.161 -1.240
H 0.923 0.539 -3.109
H 1.581 1.828 -2.154
H 2.339 -0.714 -0.939
H 3.249 0.691 -1.325
H 4.076 -1.494 -4.340
H 2.595 -0.124 -4.200
H 5.012 -2.302 -2.656
H 4.292 1.572 -3.226
H 5.134 0.576 -4.364
H 5.628 0.063 -1.071
H -0.111 -2.580 -4.083
C 9.538 2.101 -1.517
C 10.715 1.667 -0.913
C 11.696 2.576 -0.552
C 11.512 3.929 -0.804
C 10.337 4.365 -1.432
C 9.351 3.448 -1.776
C 10.137 5.804 -1.752
O 9.125 6.199 -2.290
C 11.226 6.763 -1.399
C 11.085 8.103 -1.736
C 12.078 9.008 -1.406
C 13.216 8.580 -0.729
C 13.363 7.246 -0.395
C 12.374 6.331 -0.736
C 12.565 4.891 -0.396
O 13.563 4.527 0.196
H 8.773 1.395 -1.790
H 10.863 0.613 -0.722
H 12.607 2.240 -0.078
H 8.439 3.782 -2.249
H 10.197 8.430 -2.259
H 11.968 10.050 -1.674
H 13.989 9.290 -0.466
H 14.247 6.906 0.127
C -4.260 -3.871 1.410
C -4.748 -4.991 0.745
C -5.130 -4.902 -0.582
C -5.034 -3.689 -1.250
C -4.565 -2.560 -0.576
C -4.168 -2.657 0.752
C -4.500 -1.238 -1.256
O -4.094 -0.257 -0.671
C -4.959 -1.147 -2.671
C -4.958 0.088 -3.305
C -5.373 0.187 -4.622
C -5.783 -0.949 -5.312
C -5.790 -2.182 -4.682
C -5.386 -2.284 -3.357
C -5.434 -3.613 -2.682
O -5.795 -4.602 -3.283
H -3.953 -3.946 2.444
H -4.828 -5.936 1.266
H -5.504 -5.772 -1.104
H -3.793 -1.782 1.264
H -4.634 0.967 -2.765
H -5.375 1.150 -5.114
H -6.100 -0.871 -6.343
H -6.111 -3.067 -5.213
C -8.410 -1.213 -1.788
C -7.646 -1.201 -0.626
C -8.164 -1.701 0.556
C -9.457 -2.207 0.584
C -10.234 -2.200 -0.578
C -9.702 -1.710 -1.764
C -11.637 -2.696 -0.563
O -12.313 -2.696 -1.570
C -12.195 -3.189 0.729
C -13.518 -3.607 0.779
C -14.048 -4.079 1.967
C -13.257 -4.143 3.109
C -11.939 -3.723 3.065
C -11.406 -3.237 1.879
C -9.994 -2.759 1.858
O -9.306 -2.815 2.856
H -7.995 -0.830 -2.712
H -6.645 -0.801 -0.643
H -7.568 -1.699 1.458
H -10.302 -1.718 -2.663
H -14.129 -3.559 -0.111
H -15.081 -4.400 2.005
H -13.671 -4.518 4.035
H -11.321 -3.766 3.951
C 4.754 0.466 3.470
C 3.850 0.808 2.470
C 2.492 0.636 2.673
C 2.033 0.110 3.875
C 2.943 -0.254 4.871
C 4.304 -0.063 4.667
C 2.476 -0.860 6.147
O 3.259 -1.173 7.020
C 1.011 -1.085 6.326
C 0.555 -1.700 7.485
C -0.801 -1.904 7.671
C -1.710 -1.487 6.704
C -1.261 -0.878 5.546
C 0.100 -0.682 5.349
C 0.570 -0.054 4.081
O -0.219 0.309 3.235
H 5.815 0.609 3.311
H 4.205 1.211 1.531
H 1.788 0.906 1.898
H 5.004 -0.335 5.444
H 1.265 -2.019 8.235
H -1.153 -2.387 8.572
H -2.770 -1.641 6.855
H -1.962 -0.555 4.788
```

The spin multiplicity is 1. The energy above the lowest of the compared OMol25 structures with the same formula, charge and spin comes out at 7.0 kcal/mol. The net charge is -1. The value obtained for the strongest force on any atom is 1.79 eV/A. For the orbital gap, the calculation gives 4.4 eV.